Molecular formula: C18H23IN4O7
Method: DFT, wB97M-V/def2-TZVPD

Output
Charge: 0
LUMO energy, Eh: -0.004
HOMO level, eV: -9.50
SMILES: CC(=O)N(C)[C@@]1(CC(=O)I)CC(=O)N[C@@]1(Cc1cccc(C)c1)ON=O.C[N+](=O)[O-]
Gap between HOMO and LUMO, eV: 9.39

CARTESIAN COORDINATES (ANGSTROEM)
H 1.453 -2.917 -1.582
H 1.682 -0.129 4.297
O 0.440 -1.734 -3.735
H 1.393 0.422 1.793
H 4.003 0.204 -0.245
C -4.553 0.424 0.079
C 1.931 2.517 -1.779
H -4.264 -1.531 -2.564
H -2.651 0.225 -2.712
O 2.462 -1.699 1.250
H -1.082 2.389 -2.405
C -0.516 -0.424 1.517
N 2.056 -0.560 -0.776
C 1.656 -1.204 4.452
H -0.583 2.719 -0.762
C -0.853 1.911 -1.446
H 1.110 -3.563 0.033
O 2.097 -2.053 6.561
I -1.410 -1.955 0.309
H 1.370 2.729 0.167
H -5.670 -0.406 -2.688
C -4.142 0.066 -1.174
C 3.455 -0.222 -1.095
C 1.861 -3.067 -0.582
H -5.472 0.051 0.521
H -2.013 2.436 0.873
C -2.967 0.532 -1.724
C -4.971 -0.901 -2.015
H 0.656 -1.531 4.713
C -3.804 1.296 0.836
H -4.125 1.614 1.820
C 0.572 0.584 1.085
H 3.966 -1.169 -1.313
O -0.917 -0.348 2.646
C 1.939 1.947 -0.355
N 1.251 1.536 -2.503
O 3.736 -1.206 5.445
N 0.585 -0.607 -3.477
C -2.627 1.747 0.297
O -0.182 -0.268 -2.355
C 2.132 -1.713 0.086
H 2.755 -3.694 -0.578
C 0.275 0.854 -1.592
O 2.389 3.560 -2.179
C -2.197 1.367 -0.952
H 0.831 2.073 -3.260
H 0.166 1.561 1.343
H -5.477 -1.583 -1.324
H 3.565 0.404 -1.978
N 2.571 -1.515 5.583
H 2.885 2.013 0.188
H 2.023 -1.735 3.578
C 1.209 0.557 -0.323



Molecular formula: C27H37GaN4O4PS2Si
Method: DFT, wB97M-V/def2-TZVPD

Output
Charge: +1
LUMO energy, Eh: -0.107
HOMO level, eV: -10.30
Relative energy (zero: lowest compared OMol25 entry of this formula, charge and spin), eV: 0.1064
Gap between HOMO and LUMO, eV: 7.39

CARTESIAN COORDINATES (ANGSTROEM)
N -1.980 -0.347 -4.350
C 4.991 1.521 1.920
H 4.633 -3.047 1.347
N -4.858 0.058 1.155
C -0.734 -0.575 1.349
H -1.537 1.091 3.280
P 0.516 0.095 -3.817
H 7.051 2.986 -0.325
O -4.791 2.157 2.033
C 6.157 2.050 1.386
C -1.107 2.408 -1.247
C -6.491 -1.405 4.443
H -7.551 -1.780 6.296
C -2.963 1.025 -0.821
H 3.627 1.645 -4.708
H 5.385 -0.292 -0.901
H -2.087 0.507 -4.884
H 2.806 -0.664 -4.362
H 2.052 0.124 -5.774
C 3.874 -2.263 1.284
C -3.203 1.655 0.375
C -3.759 -1.288 4.207
C 6.149 2.561 0.096
H -0.636 -1.967 -4.241
H 4.984 1.134 2.931
H 2.065 -3.883 -0.910
H -2.152 -2.817 1.647
H -4.255 -0.668 0.805
H -8.326 -0.643 5.166
O 0.051 1.518 -3.891
H 7.064 2.073 1.975
H -2.580 3.216 1.678
C -4.360 1.306 1.285
C 5.005 -1.197 -1.377
S 2.344 1.906 -1.120
S -5.016 -1.581 5.422
H -1.798 0.950 -2.498
C 2.146 0.136 -4.690
H -5.527 -0.247 1.859
C -0.683 -0.966 -4.666
H 5.802 -1.945 -1.372
C 3.826 1.493 1.167
H 2.823 1.515 -3.213
N -1.947 1.429 -1.597
C 0.108 -0.361 0.503
N 2.728 1.450 -4.271
H -8.339 -2.371 4.811
H -0.615 3.854 0.232
C 4.989 2.526 -0.663
C -2.074 0.151 3.279
Si 3.482 -1.870 -0.505
C 3.822 1.981 -0.136
O -6.488 -1.173 3.260
Ga 1.657 -0.323 -0.691
C -3.419 -2.279 3.292
H -3.570 0.221 -1.214
H 2.045 2.183 -4.496
H 2.985 -2.612 1.814
H -3.935 -3.229 3.314
H -3.347 0.693 4.916
C -1.297 3.067 -0.052
H -2.738 -0.969 -4.600
H 4.783 -0.961 -2.423
C -7.750 -1.565 5.248
H 4.988 2.926 -1.670
C -2.364 2.703 0.749
H 4.255 -1.385 1.807
H 2.688 -3.248 -2.431
O 0.828 -0.498 -2.461
C -1.744 -0.825 2.338
H -0.322 2.623 -1.956
H 3.740 -4.192 -1.372
C 2.944 -3.444 -1.387
C -2.422 -2.048 2.359
H 2.913 1.096 1.598
C -3.081 -0.075 4.202
H -0.463 -1.031 -5.737



Molecular formula: C26H19Br2HgN6OS
Method: DFT, wB97M-V/def2-TZVPD

Output
Charge: 0
2S+1: 2
LUMO energy (spin up / spin down), Eh: -0.001 / -0.003
HOMO level (spin up / spin down), eV: -5.58 / -7.53
Relative energy (zero: lowest compared OMol25 entry of this formula, charge and spin), eV: 0.0000
Gap between HOMO and LUMO (spin up / spin down), eV: 5.57 / 7.46
Expectation value of S²: 0.77

CARTESIAN COORDINATES (ANGSTROEM)
Br -6.824 2.099 0.496
H 1.456 6.146 -1.051
H -4.641 3.178 1.791
C 4.609 0.903 -0.674
H -2.381 3.584 2.730
H -0.463 2.565 -2.386
N 0.646 2.407 -0.663
H 0.036 4.965 -2.754
H -6.329 -0.274 -1.134
O -1.903 -1.099 -0.936
C -1.501 1.947 1.640
Hg 0.037 -0.152 -0.577
C -4.011 1.481 0.619
C -0.042 -3.467 0.055
C 2.659 -3.821 0.291
H 6.498 -1.258 1.134
H 2.722 2.626 1.736
N 0.751 -2.416 -0.120
C 2.105 -2.559 -0.060
C -2.883 0.717 0.260
C 1.821 -4.887 0.482
H 5.009 2.985 -0.928
N -1.659 0.973 0.779
C 5.013 -0.297 -0.083
C -2.562 2.776 2.036
C -5.266 1.106 0.077
C 0.440 4.447 -1.898
C 5.345 2.063 -0.470
H -0.503 2.092 2.038
H 2.350 4.860 0.870
C -4.234 -0.740 -1.086
C -5.366 0.020 -0.740
N 1.923 2.249 1.250
H -1.102 -3.258 -0.040
C 6.921 0.827 0.851
H 2.239 -5.854 0.732
C 0.173 3.111 -1.697
N 4.251 -1.446 -0.302
C -2.964 -0.416 -0.648
C 1.231 5.092 -0.949
H 3.725 -3.971 0.384
S 3.213 0.798 -1.722
C 6.509 2.027 0.283
H 7.090 2.927 0.428
N 2.262 -0.249 -0.764
C 2.859 -1.411 -0.399
H -0.248 -5.557 0.471
Br -4.462 -2.248 -2.192
C 1.437 3.019 0.219
C 0.434 -4.731 0.345
C 1.730 4.387 0.121
H 4.636 -2.292 0.082
C 6.176 -0.329 0.682
C -3.804 2.550 1.518
H 7.829 0.790 1.439
H 2.033 1.270 0.996



Molecular formula: C40H107N9O11
Method: DFT, wB97M-V/def2-TZVPD

Output
Charge: 0
LUMO energy, Eh: 0.016
HOMO level, eV: -8.20
Relative energy (zero: lowest compared OMol25 entry of this formula, charge and spin), eV: 5.7202
SMILES: COC[C@H](C)N.COC[C@H](C)N.COC[C@H](C)N.COC[C@H](C)N.COC[C@H](C)N.COC[C@H](C)N.COC[C@H](C)N.COCCNCCOC.COCCNCCOC
Gap between HOMO and LUMO, eV: 8.63

CARTESIAN COORDINATES (ANGSTROEM)
C 1.600 -0.187 2.681
H -0.774 -6.200 -0.486
H -1.437 1.865 -4.600
O 1.261 0.096 1.385
C -1.404 1.970 -3.515
C -3.731 0.857 3.563
N 2.566 -1.605 -4.504
H -0.062 1.725 -1.067
H 4.862 -1.365 0.597
H -1.666 -10.299 0.336
H 0.723 8.447 -4.221
H 1.479 -0.208 -1.490
H 1.766 7.092 -4.592
H 0.985 3.314 6.869
O -4.409 2.492 5.191
N -2.377 -1.590 1.382
H -2.160 -8.473 -1.812
H -2.512 -4.291 3.305
C -1.342 5.299 -0.184
O -1.220 -4.149 1.672
H 6.036 0.745 4.234
C -1.725 -4.889 2.847
H 1.695 3.978 4.539
H -3.021 6.024 -2.707
H -4.509 1.928 1.804
H -2.021 7.790 -1.101
H -4.452 -1.210 -0.103
H -0.906 3.740 -7.660
H -0.542 3.942 1.944
H 4.934 0.567 1.990
H 1.847 -0.210 -6.633
H -3.749 -2.932 1.876
H -3.925 -1.091 3.776
H 0.862 -11.093 -1.779
C -2.270 1.474 -1.228
C -0.633 -6.490 -1.527
H -2.807 0.743 4.130
H -1.418 7.294 -4.786
H 3.357 -1.284 -5.044
H -0.881 1.350 0.330
C 1.639 1.481 5.875
C -0.367 -1.448 -7.542
H -1.217 -2.089 -7.779
H 3.043 1.019 -4.553
H 3.299 3.844 3.702
H -2.584 2.486 -0.970
C 0.063 4.773 1.582
O -1.104 -11.106 -1.506
H -0.885 -0.606 -1.897
C -0.038 -10.983 -2.384
O 0.267 -1.534 -6.253
N -0.530 -0.357 -0.985
C -0.506 6.697 -4.788
N -4.124 -0.403 3.064
H 6.083 -2.269 1.565
O -1.610 4.869 -5.960
H -4.890 0.484 5.320
H -2.081 -5.869 2.528
H -3.456 4.545 -1.830
C 0.857 -0.779 -0.801
C -1.105 -10.006 -0.551
H 0.955 -1.896 1.180
H -2.423 4.647 -7.990
H -0.555 6.263 -6.930
C 4.569 -1.779 5.209
H -2.847 -4.857 0.477
H 2.318 -1.316 0.499
H -1.445 4.222 -0.053
H 2.009 -3.459 -2.584
H 2.016 0.627 3.273
C -0.844 1.050 -0.717
C 2.310 -4.321 -1.990
H 1.001 1.686 5.015
O -0.722 5.741 0.994
N 1.603 0.040 6.182
H -2.418 3.238 -7.032
H -2.496 7.823 0.507
H 2.916 5.297 4.558
C 5.676 -0.176 2.283
H 4.381 -1.953 2.046
H -4.374 6.054 -1.762
C 2.354 0.606 -3.816
H 0.317 0.438 -5.996
H -1.931 -1.216 0.556
H -1.063 5.371 -3.415
H 4.554 -2.582 4.472
H -0.859 -0.479 -7.617
C -3.370 5.629 -1.753
C 1.053 -0.361 -5.902
O -2.350 1.311 -2.648
H 2.868 0.163 -2.963
H 0.057 1.764 7.224
H -1.614 -6.379 -1.989
H -4.428 1.742 7.079
H 3.762 1.743 6.444
H -5.748 1.381 4.008
H -1.662 -3.934 -0.359
H 0.765 -0.896 -3.864
H 0.856 -6.435 -2.937
H -0.137 -11.765 -3.137
O 4.533 -0.589 4.465
C 5.279 -1.535 1.590
H -1.569 3.047 -3.490
H 1.816 1.488 -3.470
H -1.641 -2.027 1.918
H -1.973 -8.217 -0.032
H 0.739 4.328 0.852
H -0.029 -4.919 -2.886
C 3.093 2.056 5.642
C 2.758 4.218 4.571
H 0.802 -0.719 3.200
H 6.845 0.266 0.633
C 1.592 -0.528 -4.472
H 0.957 -1.715 -1.352
H 2.369 -0.259 5.596
H 0.380 -1.787 -8.260
H 1.613 2.053 7.895
H -0.411 1.616 -3.239
H -4.867 -2.811 -0.586
C -0.532 5.693 -6.001
C 1.265 -1.043 0.578
H -3.465 -0.776 2.396
H 6.474 -0.969 4.157
H -0.685 5.471 -1.037
H -2.810 1.371 1.641
H 2.006 0.025 7.108
H -3.425 3.137 6.943
H 2.167 -2.417 -4.952
C 0.831 7.578 -4.870
C -3.115 -2.765 1.005
H 0.060 -10.069 -2.969
H -3.259 2.758 2.627
H -2.900 1.590 6.212
H 2.882 -4.984 -2.640
C -1.507 -8.585 -0.946
H 0.347 -7.959 -0.495
C -2.191 -3.994 0.592
C -3.747 2.250 6.398
H 0.760 5.146 2.333
H 5.424 -1.848 5.882
H 1.059 7.926 -5.878
C 5.777 -0.216 3.789
N -0.285 -7.864 -1.277
C 0.401 -5.706 -2.267
C -3.567 1.757 2.324
C -2.665 6.013 -0.453
H -0.920 -4.979 3.577
H 3.097 -3.960 -1.328
H -2.965 0.742 -0.816
O 1.436 -5.280 -1.368
H -3.411 -1.871 -0.982
H -3.302 5.583 0.319
C -1.830 4.132 -7.235
N -0.353 6.087 -3.486
N 6.915 0.167 1.636
H 3.702 -1.785 5.869
H 7.626 -0.517 1.850
H 2.572 -0.675 2.747
C -4.050 -2.220 -0.171
H -0.126 -9.938 -0.076
C -4.816 1.263 4.561
C 1.016 2.232 7.001
N -2.708 7.492 -0.424
H -0.371 6.828 -2.801
H 3.487 1.661 4.706
O 3.213 3.510 5.801
H 0.376 5.091 -5.948



Which formula does entry 1 have? C18H23IN4O7